A molecular structure, C20H26FN7O2STc, computed with the ωB97M-V functional and the def2-TZVPD basis.

Structure (XYZ):
```
58
C20H26FN7O2STc | OMol25 | the ωB97M-V functional and the def2-TZVPD basis
Tc -0.68 -0.09 0.62
C -2.64 -3.15 -4.51
C -1.55 -2.12 -4.72
N -1.85 -0.86 -4.01
C -1.40 -0.52 -2.80
S -2.32 0.99 -2.37
N -0.53 -1.32 -2.26
N 0.01 -1.11 -1.04
C 0.92 -1.96 -0.64
C 1.31 -3.20 -1.37
C 1.66 -1.59 0.59
C 2.68 -2.38 1.11
C 3.45 -1.86 2.15
C 3.17 -0.59 2.63
C 2.10 0.11 2.12
N 1.36 -0.39 1.12
H -2.42 -4.04 -5.10
H -3.61 -2.77 -4.83
H -2.72 -3.44 -3.46
H -1.43 -1.86 -5.77
H -0.59 -2.47 -4.35
H -2.53 -0.26 -4.46
H 0.79 -3.27 -2.32
H 1.04 -4.07 -0.76
H 2.38 -3.23 -1.54
H 2.88 -3.36 0.71
H 4.26 -2.44 2.56
H 3.77 -0.14 3.41
H 1.80 1.08 2.49
O -1.23 -0.77 8.20
C -0.32 -1.67 7.60
N -0.92 -2.55 6.63
C -1.26 -2.31 5.35
O -1.66 -3.19 4.61
C -1.14 -0.91 4.77
C -1.18 0.30 5.45
C -1.12 1.49 4.71
C -1.03 1.43 3.34
N -1.04 0.26 2.69
C -1.10 -0.87 3.38
H -1.76 -1.22 8.87
H 0.18 -2.29 8.35
H 0.44 -1.05 7.12
H -1.12 -3.50 6.91
H -1.29 0.34 6.52
H -1.16 2.44 5.21
H -0.99 2.33 2.73
H -1.18 -1.81 2.83
C -0.70 4.02 -2.32
C -1.70 3.44 -1.32
C -1.52 1.95 -1.17
N -0.87 1.44 -0.19
H -0.87 5.09 -2.42
H -0.82 3.56 -3.31
H 0.32 3.86 -1.99
H -2.73 3.62 -1.65
H -1.59 3.89 -0.33
F -2.45 -0.74 0.39
```

E: -51424.258 eV
Relative energy (zero: lowest compared OMol25 entry of this formula, charge and spin): 53.06 kcal per mole
Charge: +2
Multiplicity: 2

=====

A molecular structure, C20H26N10NiO6, computed with the ωB97M-V functional and the def2-TZVPD basis.

Structure (XYZ):
```
63
C20H26N10NiO6 | OMol25 | the ωB97M-V functional and the def2-TZVPD basis
Ni -0.31 -0.29 -0.01
O -1.53 5.34 3.92
C -1.76 5.37 2.52
C -1.30 4.07 1.91
C -1.25 3.93 0.53
C -0.86 2.72 -0.01
N -0.52 1.68 0.75
C -0.55 1.81 2.07
C -0.94 2.99 2.69
C -0.16 0.60 2.84
C 0.13 0.64 4.20
C 0.48 -0.52 4.86
C 0.80 -0.52 6.34
O 1.88 -1.37 6.67
C 0.54 -1.70 4.13
C 0.25 -1.65 2.78
N -0.09 -0.54 2.14
H -1.93 6.12 4.31
H -1.23 6.20 2.05
H -2.83 5.49 2.30
H -1.52 4.75 -0.13
H -0.83 2.56 -1.08
H -0.99 3.07 3.77
H 0.11 1.58 4.73
H -0.06 -0.90 6.89
H 0.97 0.51 6.68
H 2.67 -1.05 6.24
H 0.81 -2.64 4.60
H 0.29 -2.56 2.18
N 0.09 -2.24 -0.64
C 1.33 -2.21 -1.43
C 1.97 -3.60 -1.64
C 1.94 -4.08 -3.10
C 3.11 -3.56 -3.93
N 3.34 -2.13 -3.78
C 2.57 -1.20 -4.34
N 2.65 0.05 -3.89
N 1.74 -1.46 -5.36
C 2.28 -1.13 -0.85
O 3.45 -1.11 -1.30
O 1.78 -0.28 -0.09
H 0.16 -2.89 0.14
H -0.75 -2.48 -1.15
H 1.03 -1.80 -2.40
H 1.42 -4.32 -1.04
H 3.00 -3.59 -1.28
H 0.99 -3.79 -3.55
H 1.97 -5.17 -3.14
H 3.01 -3.82 -4.98
H 4.03 -4.05 -3.59
H 3.68 -1.84 -2.85
H 3.11 0.20 -3.00
H 1.95 0.71 -4.20
H 1.57 -2.42 -5.62
H 0.98 -0.80 -5.48
O -2.72 -2.09 -0.87
N -3.18 -1.18 -0.21
O -2.35 -0.31 0.21
N -2.19 0.83 -6.01
C -1.33 0.73 -5.24
N -0.26 0.60 -4.46
C -0.42 0.46 -3.18
N -0.38 0.39 -2.02
```

E: -89391.996 eV
Relative energy (zero: lowest compared OMol25 entry of this formula, charge and spin): 0.00 kcal per mole
Multiplicity: 3

=====

A molecular structure, C20H26N2O2PbSi, computed with the ωB97M-V functional and the def2-TZVPD basis.

Structure (XYZ):
```
52
C20H26N2O2PbSi | OMol25 | the ωB97M-V functional and the def2-TZVPD basis
C -1.52 0.84 1.18
C -1.32 -0.48 1.63
C -0.63 -0.45 2.86
H -1.69 -1.37 1.13
C -0.41 0.92 3.22
C -0.94 1.73 2.13
H -1.09 2.81 2.18
H -2.07 1.14 0.29
H -0.37 -1.33 3.45
H -0.10 1.29 4.20
Pb 1.66 1.23 1.85
C 2.57 -0.48 -0.95
H 2.00 0.35 -0.48
H 3.35 -0.02 -1.57
H 3.05 -1.19 -0.26
Si 0.30 -1.66 -1.65
C -0.73 -1.38 -3.13
C -2.11 -1.09 -3.15
H -2.69 -1.26 -2.24
C -2.71 -0.56 -4.29
H -3.79 -0.37 -4.30
C -1.94 -0.31 -5.44
H -2.42 0.07 -6.34
C -0.56 -0.58 -5.42
H 0.06 -0.41 -6.30
C 0.03 -1.10 -4.27
H 1.11 -1.27 -4.23
C 0.19 -3.17 -0.60
C -0.80 -4.12 -0.90
H -1.25 -4.12 -1.89
C -1.25 -5.01 0.07
H -2.08 -5.68 -0.16
C -0.67 -5.02 1.35
H -1.09 -5.64 2.14
C 0.45 -4.21 1.60
H 0.95 -4.26 2.56
C 0.89 -3.31 0.62
H 1.77 -2.69 0.83
H -0.33 -0.62 -0.81
H 1.82 -1.18 -1.76
C 1.70 5.44 4.22
O 1.14 5.48 2.87
C 1.17 4.32 2.26
O 1.69 3.30 2.81
N 0.56 4.30 1.05
N 0.83 3.16 0.20
H 1.69 6.50 4.48
H 2.71 5.03 4.22
H 1.03 4.87 4.87
H 0.41 5.23 0.65
H -0.06 2.89 -0.22
H 1.44 3.46 -0.57
```

E: -41343.582 eV
Relative energy (zero: lowest compared OMol25 entry of this formula, charge and spin): 0.00 kcal per mole
Charge: +2

=====

C20H26N2O2S in the gas phase, computed with the ωB97M-V functional and the def2-TZVPD basis.

Structure (XYZ):
```
51
C20H26N2O2S | OMol25 | the ωB97M-V functional and the def2-TZVPD basis
C 4.43 -0.84 -4.83
C 3.20 -0.81 -3.97
C 2.78 -1.91 -3.25
C 1.65 -1.86 -2.47
C 0.89 -0.69 -2.37
C 1.30 0.43 -3.11
C 2.43 0.35 -3.89
H 2.75 1.22 -4.45
C 0.51 1.71 -3.05
H 0.43 2.08 -2.02
H -0.50 1.57 -3.44
H 1.00 2.48 -3.64
N -0.28 -0.66 -1.63
H -0.72 0.25 -1.60
C -0.45 -1.37 -0.39
H 0.43 -2.00 -0.20
C -1.69 -2.27 -0.44
C -1.87 -3.01 0.88
C -2.00 -2.02 2.04
C -0.77 -1.11 2.11
H 0.11 -1.71 2.32
C -0.56 -0.37 0.79
N -1.58 0.61 0.50
S -1.28 2.21 0.80
O -0.02 2.52 0.19
O -2.46 2.91 0.40
C -1.11 2.33 2.58
C 0.15 2.37 3.15
C 0.27 2.42 4.53
C -0.87 2.41 5.32
C -2.13 2.37 4.74
C -2.25 2.33 3.36
H -3.22 2.31 2.87
H -3.01 2.38 5.36
H -0.78 2.45 6.39
H 1.24 2.46 4.98
H 1.01 2.39 2.50
H -2.53 0.33 0.71
H 0.37 0.21 0.83
H -0.89 -0.39 2.92
H -2.09 -2.57 2.99
H -2.90 -1.43 1.92
H -1.01 -3.66 1.06
H -2.76 -3.64 0.84
H -1.58 -2.98 -1.26
H -2.56 -1.65 -0.65
H 1.33 -2.75 -1.94
H 3.35 -2.84 -3.31
H 5.12 -0.06 -4.54
H 4.93 -1.80 -4.75
H 4.17 -0.68 -5.88
```

SMILES: Cc1ccc(N[C@@H]2CCCC[C@@H]2NS(=O)(=O)c2ccccc2)c(C)c1
E: -39073.090 eV
Relative energy (zero: lowest compared OMol25 entry of this formula, charge and spin): 20.16 kcal per mole